Here is a structure of composition C13H10BeF3N5S2 at a distorted geometry from the OMol25 dataset. Energies are from ωB97M-V with the def2-TZVPD basis set.

Calculated values
HOMO level: -7.547 eV
energy relative to the best compared isomer or geometry (same formula, charge and spin): 0.0 kcal/mol
charge: 0
HOMO-LUMO gap: 6.82 eV

Atoms and positions in Å:
1 Be 0.030 1.267 -0.357
2 N -0.092 5.288 -0.470
3 C 0.117 3.973 -0.473
4 S -0.896 2.861 -1.375
5 N 1.205 3.654 0.231
6 N 1.329 2.303 0.168
7 C 2.423 1.703 0.405
8 C 2.299 0.275 -0.022
9 C 3.281 -0.698 0.342
10 C 3.241 -1.945 -0.208
11 C 2.109 -2.219 -1.003
12 C 1.131 -1.259 -1.221
13 N 1.255 -0.031 -0.815
14 H -0.802 5.724 -1.095
15 H 0.582 5.931 -0.134
16 H 3.354 2.110 0.642
17 H 4.026 -0.473 1.100
18 H 4.006 -2.693 -0.117
19 H 1.923 -3.187 -1.479
20 H 0.355 -1.483 -1.916
21 F -2.801 -4.105 1.340
22 C -1.783 -3.161 1.538
23 F -0.642 -3.736 1.169
24 F -1.730 -3.034 2.908
25 C -2.037 -1.884 0.881
26 C -3.082 -1.796 0.051
27 C -3.349 -0.667 -0.692
28 C -2.449 0.330 -0.593
29 N -1.245 0.247 0.072
30 C -1.132 -0.777 0.950
31 S 0.069 -0.685 2.147
32 H -3.680 -2.686 0.056
33 H -4.307 -0.467 -1.124
34 H -2.708 1.321 -0.908

Atom charges from the Löwdin analysis, given in e for atoms 1 to 6: 0.005, 0.080, -0.799, 0.777, 0.029, -0.092

=====

Here is a structure of composition C13H10N2O11PdS3 from the OMol25 dataset. Energies are from ωB97M-V with the def2-TZVPD basis set.

Calculated values
HOMO level (spin up / spin down): -2.196 / -2.090 eV
energy relative to the best compared isomer or geometry (same formula, charge and spin): 16.8 kcal/mol
spin multiplicity: 3
charge: -2
HOMO-LUMO gap (spin up / spin down): 6.77 / 6.09 eV
expectation value of S²: 2.007

Atoms and positions in Å:
1 Pd 0.038 0.335 0.211
2 O -3.444 2.677 -0.882
3 S -2.527 1.581 -0.675
4 O -3.063 0.263 -0.935
5 O -1.770 1.658 0.598
6 C -1.173 1.759 -1.865
7 C -1.390 1.082 -3.066
8 C -0.422 1.027 -4.050
9 C 0.804 1.642 -3.835
10 C 1.031 2.322 -2.654
11 C 0.059 2.406 -1.651
12 S 0.563 3.414 -0.210
13 O 1.779 4.078 -0.640
14 O -0.535 4.288 0.104
15 O 0.862 2.402 0.844
16 H -2.327 0.555 -3.182
17 H -0.613 0.477 -4.964
18 H 1.587 1.585 -4.581
19 H 1.975 2.816 -2.474
20 O -1.976 -5.534 0.839
21 C -1.597 -4.389 0.722
22 C -1.022 -3.765 -0.536
23 O -0.837 -4.341 -1.592
24 C -0.703 -2.379 -0.173
25 C -1.010 -2.148 1.188
26 O -0.754 -1.027 1.763
27 C -1.569 -3.340 1.812
28 O -1.908 -3.505 2.975
29 O -0.148 -1.497 -0.908
30 C 1.477 0.196 3.759
31 N 2.199 0.419 2.515
32 C 2.298 -0.528 1.570
33 N 2.072 -1.819 1.919
34 S 2.689 -0.107 -0.022
35 H 1.545 1.100 4.360
36 H 1.945 -0.614 4.323
37 H 0.428 -0.047 3.574
38 H 2.116 1.347 2.102
39 H 1.342 -1.969 2.605
40 H 1.977 -2.420 1.112

Atom charges from the Löwdin analysis, given in e for atoms 1 to 6: 1.026, -0.317, 0.439, -0.329, -0.399, -0.255